[1]
Formula: C15H20BIN8ORuS
Source: the OMol25 dataset
Level of theory: ωB97M-V/def2-TZVPD

Element x y z (Å)
Ru -0.040 -0.515 -0.354
C -2.903 1.295 -3.019
C -2.507 0.206 -2.254
N -1.222 0.350 -1.927
N -0.778 1.511 -2.438
C -1.779 2.100 -3.106
B 0.657 2.013 -2.180
N 1.650 0.821 -2.307
C 2.818 0.800 -2.960
C 3.530 -0.321 -2.567
C 2.715 -0.951 -1.643
N 1.578 -0.253 -1.491
N 0.714 2.429 -0.689
C 1.093 3.514 0.002
C 0.910 3.282 1.355
C 0.394 1.999 1.427
N 0.268 1.505 0.190
N 0.999 3.048 -3.220
C 1.393 4.345 -3.227
C 1.512 4.743 -4.534
C 1.176 3.590 -5.276
N 0.865 2.579 -4.491
H -3.868 1.472 -3.459
H -3.063 -0.671 -1.967
H -1.645 3.044 -3.605
H 3.086 1.567 -3.666
H 4.501 -0.636 -2.905
H 2.913 -1.852 -1.088
H 1.472 4.393 -0.487
H 1.109 3.956 2.170
H 0.100 1.419 2.288
H 1.573 4.918 -2.335
H 1.831 5.700 -4.907
H 1.153 3.470 -6.346
I -0.877 -3.137 -1.623
C 0.444 -2.541 -0.078
H 1.441 -2.885 -0.321
H 0.095 -2.931 0.874
C -2.573 -2.838 2.320
S -2.748 -1.089 1.946
C -4.214 -1.202 0.916
O -1.622 -0.736 0.983
H -3.420 -3.134 2.940
H -1.658 -2.972 2.893
H -2.557 -3.420 1.399
H -5.046 -1.509 1.550
H -4.047 -1.928 0.122
H -4.414 -0.213 0.510

Calculated values
HOMO energy (alpha / beta), eV: -14.2 / -14.2
Energy, Eh: -1911.958195
Net charge: +2

[2]
Formula: H14O7
Source: the OMol25 dataset
Level of theory: ωB97M-V/def2-TZVPD

Element x y z (Å)
O 0.098 -2.054 -2.582
H -0.299 -2.874 -2.826
H 0.484 -2.210 -1.686
O -0.693 0.029 0.592
H -0.835 -0.916 0.370
H 0.096 0.087 1.129
O 1.454 2.801 1.949
H 2.134 3.096 2.553
H 1.508 1.883 2.099
O -1.254 -2.571 -0.118
H -0.746 -3.383 -0.020
H -1.927 -2.527 -0.844
O 1.903 0.126 1.476
H 2.534 0.614 0.897
H 1.663 -0.567 0.917
O 0.374 0.951 -1.820
H -0.261 0.617 -2.412
H -0.070 0.791 -0.978
O -2.286 2.177 0.768
H -2.283 2.489 -0.194
H -1.596 1.436 0.731

Calculated values
Energy above the lowest of the compared OMol25 structures with the same formula, charge and spin, eV: 2.2809
HOMO energy, eV: -10.1
Energy, Eh: -535.040020
Net charge: 0

[3]
Formula: CH4ClO2P
Source: the OMol25 dataset
Level of theory: ωB97M-V/def2-TZVPD

Element x y z (Å)
C -0.466 0.148 -1.763
O 0.319 1.433 1.442
O 1.323 -0.375 0.128
P 0.232 -0.221 1.095
Cl -1.451 -0.085 -0.590
H 0.003 1.047 -2.091
H -0.050 -0.752 -2.089
H 0.030 1.746 2.276
H 0.692 -0.710 2.455

Calculated values
Energy above the lowest of the compared OMol25 structures with the same formula, charge and spin, eV: 3.5959
HOMO energy (alpha / beta), eV: -8.6 / -8.3
Energy, Eh: -992.406900
Net charge: 0

[4]
Formula: C30H72I2N2O16P2S2
Source: the OMol25 dataset
Level of theory: ωB97M-V/def2-TZVPD

Element x y z (Å)
C 4.014 3.039 -2.213
C 2.889 1.850 -2.186
C 2.682 1.293 -0.695
C 3.929 0.653 0.031
P 5.630 0.457 -0.773
O 6.670 -0.386 0.302
I 5.228 -1.152 -2.625
C 3.811 0.127 1.513
C 2.461 0.190 2.262
C 2.299 -0.355 3.763
C 1.909 -1.907 3.683
O 0.981 -2.273 2.935
I 3.017 -3.317 4.934
C 1.247 0.796 1.519
C 1.296 1.367 0.050
N 0.086 1.938 -0.565
C -1.084 1.035 -0.513
C -1.887 0.696 -1.791
C -3.105 -0.265 -1.646
P -4.017 -0.680 -3.276
S -4.048 -2.652 -3.373
C -3.601 -0.899 -0.323
N -4.724 -1.813 -0.182
C -2.761 -0.532 0.985
C -1.544 0.406 0.860
S -0.449 0.876 2.301
H 3.559 4.050 -2.475
H 4.530 3.088 -1.186
H 4.801 2.751 -2.999
H 1.949 2.317 -2.640
H 3.200 1.010 -2.917
H 7.326 -0.925 -0.209
H 4.701 -0.338 2.068
H 3.316 -0.160 4.275
H 1.494 0.241 4.335
H 0.243 2.273 -1.524
H -1.551 1.165 -2.771
H -3.154 -0.259 -4.356
H -5.323 -0.095 -3.330
H -4.993 -1.892 0.809
H -5.515 -1.576 -0.792
H -3.066 -0.989 1.989
C 1.116 -2.429 -1.173
O 0.403 -1.296 -1.644
H 0.971 -3.253 -1.873
H 2.182 -2.193 -1.108
H 0.739 -2.720 -0.188
H 0.548 -0.584 -1.007
C -1.263 -3.994 1.587
O -1.943 -3.471 0.456
H -1.849 -4.816 2.001
H -0.280 -4.366 1.285
H -1.151 -3.213 2.342
H -1.406 -2.746 0.108
C 1.083 -7.264 -0.297
O 0.222 -7.593 0.782
H 1.943 -7.933 -0.277
H 0.551 -7.386 -1.244
H 1.426 -6.231 -0.193
H -0.529 -6.987 0.742
C -6.966 -2.927 3.671
O -5.612 -2.917 3.250
H -7.188 -1.980 4.165
H -7.622 -3.044 2.804
H -7.127 -3.748 4.374
H -5.442 -3.767 2.816
C 3.226 2.026 -6.137
O 1.893 1.787 -5.710
H 3.613 2.900 -5.613
H 3.847 1.157 -5.902
H 3.239 2.214 -7.214
H 1.574 1.009 -6.189
C -1.972 4.964 1.823
O -0.617 4.975 1.402
H -2.200 5.911 2.310
H -2.624 4.837 0.955
H -2.128 4.146 2.531
H -0.445 4.124 0.975
C 10.128 -3.233 0.421
O 9.049 -2.923 -0.449
H 11.007 -2.669 0.106
H 9.868 -2.953 1.445
H 10.347 -4.302 0.370
H 8.285 -3.433 -0.150
C -5.530 4.989 -0.284
O -5.050 4.456 0.941
H -4.679 5.222 -0.925
H -6.166 4.253 -0.782
H -6.098 5.903 -0.091
H -5.820 4.259 1.489
C -5.272 -7.101 3.388
O -5.690 -5.793 3.024
H -4.746 -7.049 4.341
H -6.145 -7.751 3.491
H -4.599 -7.498 2.624
H -6.153 -5.866 2.178
C 10.441 0.801 -1.040
O 9.366 1.120 -1.909
H 11.323 1.361 -1.351
H 10.181 1.078 -0.014
H 10.654 -0.270 -1.094
H 8.600 0.613 -1.612
C -3.442 0.354 4.581
O -4.131 0.870 3.452
H -4.023 -0.466 5.004
H -2.460 -0.019 4.275
H -3.326 1.141 5.331
H -3.598 1.593 3.095
C -1.638 5.756 -1.783
O -2.014 4.519 -2.373
H -2.098 6.570 -2.345
H -1.986 5.789 -0.750
H -0.551 5.863 -1.816
H -1.594 3.818 -1.857
C -3.220 6.770 5.370
O -3.096 5.466 4.823
H -3.339 7.484 4.555
H -4.098 6.815 6.020
H -2.321 7.018 5.940
H -2.992 4.855 5.563
C -0.980 0.181 -8.520
O -0.492 -0.344 -7.295
H -0.133 0.413 -9.166
H -1.616 -0.559 -9.011
H -1.549 1.094 -8.330
H -1.259 -0.541 -6.743

Calculated values
HOMO energy, eV: -7.7
Energy, Eh: -4573.575427
Net charge: 0

[5]
Formula: CH3Cl2NO
Source: the OMol25 dataset
Level of theory: ωB97M-V/def2-TZVPD

Element x y z (Å)
C 1.176 -0.183 -0.312
N -1.699 -0.239 -0.666
O 1.159 0.899 0.431
Cl -2.269 -1.320 0.507
Cl -1.674 1.346 -0.045
H 1.113 -0.009 -1.370
H 1.073 -1.178 0.084
H 1.122 0.686 1.372

Calculated values
Energy above the lowest of the compared OMol25 structures with the same formula, charge and spin, eV: 5.6812
HOMO energy (alpha / beta), eV: -7.3 / -9.4
Energy, Eh: -1090.093896
Net charge: 0

[6]
Formula: C23H44Cl3N4O3RuSSi
Source: the OMol25 dataset
Level of theory: ωB97M-V/def2-TZVPD

Element x y z (Å)
C -1.102 -3.199 -3.176
C 0.328 -3.625 -3.080
H -1.313 -2.771 -4.164
H -1.344 -2.458 -2.398
H -1.796 -4.049 -3.056
C 0.957 -4.220 -4.109
C 0.305 -4.567 -5.405
H 1.999 -4.521 -4.035
H -0.151 -3.704 -5.914
H -0.477 -5.336 -5.301
H 1.066 -4.995 -6.071
Ru -1.962 1.039 1.540
Cl -3.233 0.538 3.357
Cl -1.299 -1.241 1.373
C 0.102 0.326 3.500
O -0.183 1.291 2.738
N 1.349 0.225 3.933
C 2.293 1.251 3.519
C 1.800 -0.840 4.812
H -0.644 -0.429 3.793
H 1.903 2.253 3.735
H 2.506 1.201 2.440
H 3.219 1.094 4.074
H 0.951 -1.235 5.379
H 2.546 -0.432 5.499
H 2.247 -1.671 4.247
H -3.845 3.541 -2.577
H -1.868 1.062 -2.908
C -2.833 3.934 -2.775
C -1.287 1.995 -3.023
N -1.806 3.080 -2.197
H -2.758 4.928 -2.314
C -1.529 3.193 -0.886
O -0.869 2.365 -0.221
H -0.235 1.797 -2.784
H -1.960 4.099 -0.424
H -2.674 4.005 -3.854
H -1.363 2.337 -4.063
O 0.903 -1.941 -1.461
C 0.979 -3.355 -1.733
C 3.416 -3.557 -2.412
C 2.377 -3.926 -1.559
H 3.190 -2.906 -3.268
C 4.716 -3.997 -2.144
H 0.298 -3.836 -1.009
C 2.602 -4.894 -0.567
H 5.533 -3.640 -2.770
C 4.960 -4.877 -1.085
C 3.890 -5.352 -0.325
H 1.745 -5.252 0.008
H 5.975 -5.225 -0.869
H 4.065 -6.087 0.473
Si 1.992 -0.886 -0.719
Cl -3.160 0.519 -0.361
C 3.398 -0.456 -1.908
C 2.651 -1.648 0.855
C 1.209 0.740 -0.339
H 4.174 -1.230 -1.957
H 3.891 0.473 -1.583
H 3.033 -0.286 -2.930
H 0.902 1.233 -1.262
H 1.839 1.422 0.249
H 0.301 0.492 0.241
H 3.364 -2.456 0.645
H 1.816 -2.059 1.435
H 3.160 -0.888 1.464
C -5.764 4.066 3.152
N -4.412 3.528 3.080
C -3.303 4.193 2.761
S -1.946 3.431 2.015
N -3.153 5.502 3.053
C -4.028 6.319 3.891
H -5.832 5.056 2.696
H -6.095 4.125 4.193
H -6.453 3.398 2.625
H -4.315 2.502 3.039
H -2.222 5.869 2.845
H -3.433 7.090 4.394
H -4.789 6.825 3.281
H -4.512 5.711 4.661

Calculated values
Multiplicity: 6
Energy above the lowest of the compared OMol25 structures with the same formula, charge and spin, eV: 0.0000
HOMO energy (alpha / beta), eV: -6.6 / -8.3
Energy, Eh: -3510.734214
Net charge: 0